C14H56O14 as an isolated structure in a non-equilibrium geometry, computed with wB97M-V/def2-TZVPD.

Values from the calculation:
E = -44063.291 eV
LUMO energy = -0.5 eV
HOMO-LUMO gap = 7.664 eV
ΔE to the lowest compared entry with this formula, charge and spin = 2247.8 kJ/mol
highest occupied orbital energy = -0.3016 Eh

```
84
Properties=species:S:1:pos:R:3:forces:R:3:mulliken_charge:R:1
C -0.11678 0.02738 0.27703 0.65 -0.74 -0.72 -0.7365
O 0.76770 0.98657 -0.20662 -4.86 -1.15 1.60 0.8506
H -0.19491 0.09344 1.36222 0.27 -0.30 -1.60 -1.8054
H -1.11920 0.13673 -0.13686 2.38 -0.15 -0.44 -0.2036
H 0.36435 -0.90905 -0.00529 -1.08 0.92 0.04 1.0213
H 0.36808 1.85796 -0.15577 0.57 0.19 -0.18 -0.9632
C -1.05040 -0.03055 3.05072 -0.72 -0.09 1.30 -1.1421
O -2.30192 0.09805 2.36297 0.72 0.56 9.41 -0.4403
H -1.26892 -0.15673 4.11111 0.34 -0.19 0.09 0.3814
H -0.49695 -0.86258 2.61539 -0.96 0.61 0.77 0.5812
H -0.49278 0.89045 2.88060 -0.03 -0.06 0.68 0.2969
H -2.90035 0.55852 2.95580 -0.40 0.17 -0.26 0.4825
C 1.65953 0.07635 -2.31560 -0.25 0.38 1.84 -0.4868
O 1.43918 0.43942 -3.64114 3.23 -3.61 -0.44 -0.5017
H 1.68579 0.95428 -1.67011 0.95 -0.26 -2.16 -0.2286
H 0.79256 -0.43675 -1.89941 0.29 -0.05 -0.68 0.5938
H 2.51696 -0.55280 -2.07668 0.20 0.15 -0.71 0.3487
H 1.36217 -0.42954 -4.04185 -0.43 -0.10 -0.90 0.5199
C 1.62758 -3.80497 -0.80190 -0.24 -0.23 1.16 -1.4370
O 1.14327 -2.45569 -0.70878 2.70 -2.62 -2.93 -0.3471
H 1.00467 -4.46360 -0.19668 -0.14 -0.12 0.29 0.3302
H 1.50411 -4.20128 -1.80977 0.36 0.19 -0.02 0.6244
H 2.65063 -3.90240 -0.43862 0.19 0.08 -0.19 0.1957
H 0.97755 -2.30593 0.22487 -0.26 -0.96 -0.52 0.8535
C 3.30667 1.32242 0.97660 -1.01 -0.27 -2.81 -0.6159
O 2.75239 0.41801 -0.02419 7.91 -1.18 2.58 -0.7879
H 3.03939 2.34179 0.69810 -0.02 -0.40 0.79 0.0277
H 2.91855 1.04227 1.95588 0.74 1.47 -0.52 0.0078
H 4.38825 1.33516 0.84199 0.13 -0.54 0.67 0.3534
H 1.80335 0.54279 -0.09751 0.62 0.33 0.48 1.0246
C -2.02661 1.01374 -2.06887 -0.81 0.35 0.25 -0.1553
O -3.06525 1.13290 -1.08833 -1.66 5.14 -6.85 -0.7904
H -1.04662 0.99194 -1.59215 -0.32 -0.31 -0.44 -0.1343
H -2.14894 0.12699 -2.69081 -0.06 -0.01 0.03 0.1435
H -1.96040 1.87006 -2.74002 -0.68 -0.30 0.19 0.6666
H -2.82972 0.61109 -0.31771 1.01 2.27 -2.17 0.7164
C 2.68855 -0.79000 2.89105 0.47 0.08 0.21 -1.0973
O 1.40570 -0.29571 2.36559 3.37 2.23 4.09 -1.3260
H 2.84376 -1.77634 2.45380 0.32 0.51 0.01 0.4646
H 3.45321 -0.07905 2.57812 0.17 -1.11 0.38 0.3514
H 2.70055 -0.85821 3.97885 -0.36 0.02 0.05 0.3060
H 1.39831 0.63558 2.59849 -0.15 0.30 -0.36 0.5900
C -1.30622 2.36706 0.91845 -1.10 0.83 1.19 -1.0940
O -0.32442 2.80497 0.00520 -4.47 3.60 2.10 -0.6442
H -1.40737 3.14988 1.67017 -0.29 0.01 0.28 0.7025
H -2.23575 2.19354 0.37626 -0.05 0.20 0.19 0.2366
H -1.00433 1.44815 1.42100 0.01 1.54 -0.70 0.8486
H -0.52771 3.72693 -0.16874 0.00 -0.29 -0.44 0.6866
C 1.84308 3.60291 -0.38601 0.62 -0.21 0.85 -0.9341
O 1.33798 4.84966 -0.79780 0.47 0.46 -0.59 -0.5604
H 1.49589 3.43630 0.63371 1.09 0.24 0.29 0.4967
H 1.47994 2.70022 -0.87731 0.90 1.23 -0.65 0.1845
H 2.92711 3.55053 -0.48712 -0.12 0.90 -0.07 0.5252
H 0.39768 4.94611 -0.63013 0.25 0.16 -0.15 0.3338
C 0.02734 2.88441 -2.62641 0.46 -0.67 -0.94 -0.3589
O -0.03087 2.07523 -3.79856 -2.30 3.90 0.61 -0.7095
H -0.90487 3.44046 -2.52697 0.02 0.29 0.03 0.3868
H 0.14736 2.26050 -1.74073 -0.50 0.20 -1.47 -0.2383
H 0.88515 3.55229 -2.54771 -0.12 0.33 -0.96 0.5194
H 0.67273 1.43288 -3.68065 -0.12 -0.22 -0.69 0.5869
C 0.66419 -2.73331 2.56059 -0.16 -1.26 0.45 -1.1124
O 1.03172 -2.14556 1.33519 -0.61 -2.90 6.44 -0.3731
H 1.37762 -2.49600 3.34976 -0.03 -0.34 -0.08 0.3828
H -0.29040 -2.38094 2.95135 -0.15 -0.55 -0.26 0.5554
H 0.63377 -3.81646 2.44247 -0.10 0.06 -0.02 0.2811
H 1.25371 -1.24067 1.56646 -0.05 0.59 -1.22 0.2252
C -0.82571 -2.13508 -2.17808 1.74 -0.48 -1.41 -1.1663
O 0.44368 -2.50068 -2.77212 -2.43 0.21 -3.77 -0.7772
H -0.64179 -1.34496 -1.45010 -0.28 -0.14 -0.89 -0.0545
H -1.48679 -1.77911 -2.96825 0.08 0.03 -0.11 0.2418
H -1.27494 -2.99079 -1.67404 0.93 0.39 -0.83 1.0802
H 1.03610 -2.63427 -2.02862 -0.56 1.09 -0.80 0.9100
C -2.08331 -2.49880 0.24097 -0.52 0.04 0.85 0.0819
O -2.45375 -3.57505 -0.54509 -0.80 -2.13 -0.06 -0.6984
H -2.97455 -2.21332 0.79979 0.55 -0.16 0.24 0.5787
H -1.31280 -2.81814 0.94271 0.02 -0.16 -0.07 0.0147
H -1.71939 -1.64488 -0.33040 -0.45 -1.34 0.57 -0.1182
H -2.92321 -3.26782 -1.32408 -0.17 0.03 0.14 0.4130
C -3.90932 -0.27617 0.52572 -1.61 -1.10 1.26 -1.6346
O -2.48852 -0.11870 0.39005 -3.69 -6.14 -0.31 -0.2566
H -4.29277 0.66801 0.91248 -0.42 0.01 -0.15 0.4463
H -4.41673 -0.53333 -0.40407 0.58 0.46 -0.15 0.2363
H -4.23967 -1.09003 1.17116 0.49 0.18 0.58 0.4893
H -2.12292 -0.04867 1.27494 -0.25 -0.07 -1.31 0.7538
```
Positions in Å, forces in eV/Å.